The following is a quantum chemistry calculation of a molecular structure, C47H30Cl4N8SW at a distorted geometry, from the OMol25 dataset.

Geometry as ORCA input:
```
! wB97M-V def2-TZVPD RIJCOSX def2/J DEFGRID3
* xyz 4 1
W 0.191 -0.399 -0.544
Cl 0.310 -7.088 6.346
C 0.187 -5.891 5.149
C -0.395 -6.202 3.916
C -0.478 -5.231 2.947
C -0.027 -3.916 3.194
C 0.546 -3.626 4.450
C 0.668 -4.604 5.408
C -0.112 -2.938 2.139
C 0.251 -3.291 0.842
C 1.144 -4.305 0.406
C 1.548 -4.022 -0.892
C 0.855 -2.866 -1.245
C 0.807 -1.836 -2.283
C -0.363 -1.651 -3.132
C -0.498 -0.489 -3.915
C -1.568 -0.339 -4.784
C -2.508 -1.354 -4.903
Cl -3.811 -1.200 -5.988
C -2.374 -2.538 -4.153
C -1.324 -2.683 -3.282
C 1.989 -0.992 -2.560
N 1.858 0.041 -1.698
C 2.953 0.911 -1.920
C 3.038 2.123 -1.200
C 4.040 3.103 -1.196
C 5.349 2.868 -1.707
C 6.275 3.869 -1.745
C 5.928 5.151 -1.277
Cl 7.067 6.389 -1.341
C 4.659 5.404 -0.730
C 3.744 4.392 -0.667
C 1.849 2.187 -0.332
C 1.341 1.042 0.474
C -1.000 1.337 -0.352
C 0.098 1.975 0.547
N 0.864 3.009 -0.192
C -0.561 1.992 1.880
C -0.691 0.644 2.337
C -1.076 0.227 3.615
C -0.988 -1.150 3.647
C -0.494 -1.569 2.409
N -0.350 -0.482 1.549
C -1.050 3.146 2.508
C -2.095 3.107 3.479
C -2.511 4.244 4.109
C -1.889 5.470 3.808
Cl -2.379 6.866 4.612
C -0.883 5.548 2.830
C -0.493 4.414 2.175
C 3.683 0.354 -2.983
C 3.097 -0.860 -3.367
N 0.080 -2.420 -0.217
H -0.780 -7.197 3.743
H -0.960 -5.465 2.005
H 0.968 -2.649 4.645
H 1.143 -4.397 6.357
H 1.490 -5.126 1.016
H 2.244 -4.580 -1.498
H 0.266 0.277 -3.888
H -1.649 0.541 -5.410
H -3.076 -3.347 -4.320
H -1.178 -3.625 -2.764
H 5.648 1.875 -2.000
H 7.279 3.692 -2.107
H 4.431 6.395 -0.363
H 2.764 4.592 -0.255
H 1.862 0.789 1.391
H -1.901 1.184 0.229
H -1.334 0.862 4.444
H -1.244 -1.792 4.473
H -2.618 2.183 3.671
H -3.322 4.226 4.825
H -0.434 6.507 2.610
H 0.284 4.477 1.424
H 4.538 0.801 -3.461
H 3.433 -1.531 -4.143
C -5.034 -1.733 -1.888
C -4.344 -0.462 -2.207
N -4.795 0.482 -2.962
N -3.855 1.459 -2.919
C -2.813 1.157 -2.167
S -1.477 2.221 -1.855
N -3.096 -0.083 -1.694
N -2.272 -0.921 -0.908
H -6.012 -1.717 -2.365
H -5.178 -1.848 -0.812
H -4.479 -2.593 -2.265
H -4.034 2.335 -3.397
H -2.704 -1.028 0.012
H -2.263 -1.833 -1.365
*
```

Results
E: -123855.206 eV
E_HOMO (spin up / spin down): -17.255 / -17.255 eV
gap between HOMO and LUMO (spin up / spin down): 4.8 / 4.8 eV
ΔE to the lowest compared entry with this formula, charge and spin: 0.119 eV